Density functional theory data (wB97M-V/def2-TZVPD) for a molecular structure, C26H42Cl3LuN4O4Si in a non-equilibrium geometry.

Structure (XYZ):
```
81
Properties=species:S:1:pos:R:3:forces:R:3
C -1.856566 -4.612408 -3.128382 -0.2 0.1 0.2
C -0.711641 -4.111979 -2.260666 -0.2 -1.4 1.4
H -1.942859 -5.714117 -3.045522 0.2 0.5 -0.2
H -1.625931 -4.330835 -4.176740 -0.4 -0.3 0.5
H -2.843410 -4.221651 -2.811714 0.5 0.1 -0.3
C 0.519967 -4.740906 -2.421449 -0.4 0.3 0.5
C 0.916398 -5.712211 -3.478474 0.5 -0.3 -0.6
H 1.255677 -4.634424 -1.643309 0.1 0.0 0.2
H 1.043426 -5.320450 -4.503352 0.0 0.2 0.1
H 0.328549 -6.633830 -3.634241 -0.3 0.2 0.3
H 1.908680 -6.066518 -3.172739 0.0 -0.1 -0.3
Lu -0.085567 1.958707 0.282857 0.1 1.4 0.5
Cl -2.274650 1.359047 1.482988 0.0 0.2 0.3
Cl 0.077833 3.660437 -1.523477 0.0 0.0 -0.1
C 0.572476 0.629505 2.981394 0.9 -0.1 -0.5
O 1.002152 1.423677 2.089659 -0.4 -0.6 1.2
N 1.390358 -0.144981 3.683076 -0.2 0.7 -0.1
C 2.838870 0.021733 3.582873 0.2 -0.3 0.0
C 0.871977 -1.023871 4.726062 -0.3 0.1 0.1
H -0.504081 0.521433 3.168973 0.2 0.0 -0.1
H 3.093861 0.546590 2.659330 -0.1 -0.1 0.2
H 3.300073 -0.973454 3.570505 -0.1 0.2 0.0
H 3.225355 0.581498 4.450306 -0.2 -0.1 -0.3
H -0.192066 -1.221681 4.515190 0.5 0.0 0.1
H 0.960093 -0.535966 5.715849 0.1 -0.3 -0.4
H 1.432590 -1.971157 4.702680 -0.3 0.4 0.1
H 1.286915 -0.545127 -3.395634 0.3 0.1 0.2
H 3.430188 -2.563464 -2.200041 0.1 0.3 0.0
C 2.210090 0.012861 -3.170669 -0.2 -0.1 0.0
C 3.869943 -1.555424 -2.116300 -0.3 -0.2 0.3
N 2.830836 -0.524860 -1.957748 0.1 0.7 0.5
H 1.979705 1.077199 -3.026624 0.1 -0.3 -0.1
C 2.550736 -0.005239 -0.761293 -0.8 1.1 -0.2
O 1.855774 1.042744 -0.559181 1.1 -1.5 -0.4
H 4.545774 -1.522315 -1.248083 -0.2 -0.1 -0.4
H 2.948178 -0.584295 0.085196 0.1 0.3 -0.1
H 2.912801 -0.144017 -3.993156 -0.2 0.2 0.1
H 4.425353 -1.344822 -3.036230 0.0 0.0 0.3
O -0.815045 -2.463059 -2.173858 0.2 2.2 -1.2
C -1.053648 -3.207819 -1.030026 0.4 -1.3 -1.2
C 1.301938 -2.862944 -0.108711 0.1 -0.4 0.1
C -0.053533 -3.179850 0.093102 0.0 0.4 0.5
H 1.588465 -2.489827 -1.107025 -0.2 -0.5 0.7
C 2.237900 -3.100394 0.915866 -0.2 0.4 -0.1
H -2.113541 -3.139531 -0.714937 0.4 -0.3 0.3
C -0.447554 -3.513177 1.399222 -0.1 -0.1 -0.2
H 3.312808 -3.022096 0.724609 -0.3 0.2 0.0
C 1.823360 -3.462495 2.201610 -0.2 -0.2 -0.1
C 0.467663 -3.661473 2.443271 -0.3 0.3 -0.4
H -1.511442 -3.667765 1.573799 0.2 -0.1 0.1
H 2.531966 -3.634434 3.011759 0.0 0.0 -0.3
H 0.107085 -3.936144 3.432575 0.1 0.0 -0.1
Si -2.173302 0.190448 -2.682021 0.2 1.6 1.4
Cl -0.696915 -0.146747 -0.742483 -1.2 -1.1 -2.1
C -1.244116 1.075215 -4.045878 0.4 -0.3 0.0
C -3.160553 1.622259 -1.866885 0.2 -0.5 0.1
C -3.290767 -1.165759 -3.145141 -0.2 -0.4 -0.2
H -0.410871 0.498380 -4.469906 -0.3 0.2 0.0
H -0.879621 2.050265 -3.669907 -0.1 -0.5 -0.1
H -1.981116 1.272332 -4.848619 0.2 -0.1 0.3
H -2.865194 -1.784635 -3.938983 -0.1 0.0 0.2
H -4.194224 -0.654417 -3.509538 0.1 -0.1 0.0
H -3.572458 -1.787740 -2.291059 0.1 0.0 -0.2
H -2.550288 2.550229 -1.870878 -0.4 -0.5 0.0
H -3.462654 1.399258 -0.824444 0.1 0.1 -0.6
H -4.069568 1.794501 -2.471659 0.3 0.0 0.2
N -1.786985 8.916823 3.395728 -0.4 0.1 1.1
C -1.820386 7.705611 4.036924 -0.1 0.2 0.8
O -2.086448 7.581219 5.229374 0.2 0.2 -1.3
C -1.448807 6.524862 3.188961 0.3 -1.0 -0.4
C -0.712352 6.616579 2.003910 0.1 -0.3 -0.2
C -0.362042 5.453260 1.298877 -0.1 -0.2 0.2
N -0.684243 4.203138 1.707050 -0.3 0.9 0.4
C -1.408651 4.127795 2.849058 0.1 0.3 -0.1
C -1.799795 5.235279 3.606819 0.3 0.0 -0.3
H -2.175061 9.698843 3.922461 0.3 -0.4 -0.3
H -1.816426 8.980584 2.402292 0.0 -0.1 -0.4
H -0.368142 7.576263 1.615832 -0.1 -0.3 0.1
H 0.183690 5.520310 0.349247 -0.2 0.0 0.5
H -1.727819 3.131616 3.154793 0.2 0.3 -0.1
H -2.359168 5.079808 4.522903 0.0 0.1 -0.1
```
Forces are in eV/Å.

Strongest force on any atom, hartree/bohr: 0.0517
LUMO energy, eV: -0.4
Electronic energy, eV: -120863.85573
Energy above the lowest of the compared OMol25 structures with the same formula, charge and spin, kJ/mol: 554.7
HOMO-LUMO gap, eV: 4.012

---

Density functional theory data (wB97M-V/def2-TZVPD) for 6 unconnected molecules or ions with the total composition C26H42Cl6F2O8P2 in a non-equilibrium geometry.

Structure (XYZ):
```
86
Properties=species:S:1:pos:R:3:forces:R:3
C 5.351640 -3.306331 0.102510 0.3 1.3 -0.5
C 4.496360 -4.471138 0.394032 -0.7 0.0 1.0
O 3.823537 -4.195839 1.638560 -0.9 -0.4 0.5
P 2.245331 -4.188551 1.755955 0.7 -1.1 -1.2
O 1.602815 -3.455986 0.655850 -0.4 0.1 -0.3
O 2.041254 -3.620371 3.167736 -1.0 1.0 1.2
C 1.890904 -2.139698 3.308517 0.6 -1.7 1.1
C 1.310998 -1.944916 4.698673 0.3 0.9 -0.8
O 1.775631 -5.719977 1.894429 0.9 0.7 0.3
C 0.358698 -5.897928 1.701592 0.3 2.7 -0.5
C -0.227464 -6.959821 2.482318 1.2 -3.1 0.1
H 5.805038 -3.500265 -0.853984 0.3 0.2 -0.6
H 4.819600 -2.304595 0.058768 0.5 -1.3 0.1
H 6.169546 -3.294962 0.809538 0.1 0.4 0.3
H 3.776560 -4.663605 -0.392946 -0.1 -0.2 -0.1
H 5.082974 -5.339626 0.659359 0.2 -0.4 -0.6
H 2.911445 -1.837143 3.112175 0.1 0.9 0.4
H 1.235425 -1.791955 2.550337 -0.6 0.3 -0.8
H 1.925843 -2.365917 5.457661 0.4 -0.5 0.6
H 1.165157 -0.904463 4.937368 0.4 0.7 -0.1
H 0.302683 -2.290482 4.743249 -0.5 -0.9 0.0
H -0.106513 -4.932057 1.960338 -0.2 -0.2 -0.4
H 0.255409 -6.088389 0.645180 -0.4 0.0 -0.4
H -1.170677 -7.177656 1.995814 -0.5 -0.1 0.4
H 0.451205 -7.852293 2.228474 -1.1 0.8 0.9
H -0.302018 -6.822579 3.571769 0.0 0.1 -0.5
C -1.221488 2.593200 -2.047702 0.7 0.5 -0.9
C -0.465721 3.925517 -2.189072 0.6 -0.5 0.4
O -1.262182 5.026144 -1.801794 -1.3 -0.8 -0.3
P -0.831367 6.513331 -1.635702 -0.4 -0.2 0.4
O -2.020647 7.292655 -1.304849 0.2 0.5 0.6
O 0.402778 6.380350 -0.639439 -0.5 0.4 -0.4
C 0.171906 6.803457 0.714267 0.4 -0.2 0.5
C 1.558928 6.996316 1.333525 0.0 -0.5 -0.2
O -0.120425 7.001329 -2.937735 1.5 -0.3 0.0
C -0.828614 7.643895 -3.973815 -0.4 1.4 0.1
C -0.819651 6.815914 -5.188903 -0.2 -1.4 -1.5
H -0.545386 1.722084 -2.106356 -0.1 0.5 0.0
H -1.735348 2.564380 -1.108218 -0.4 0.0 0.5
H -1.922610 2.512470 -2.880160 -0.2 -0.1 0.2
H 0.429733 3.967518 -1.584032 0.3 -0.3 0.4
H -0.133962 4.114174 -3.190238 0.1 -0.2 -0.9
H -0.387069 7.728320 0.682754 -0.1 0.3 0.1
H -0.475894 6.063228 1.233148 0.6 0.3 -0.2
H 1.994444 6.026356 1.655825 -0.2 0.6 -0.4
H 2.218436 7.491354 0.589035 -0.4 -0.4 0.5
H 1.503924 7.643555 2.200811 -0.1 0.1 0.2
H -1.818262 7.841060 -3.600552 -0.6 0.1 -0.1
H -0.380030 8.634818 -4.176573 0.1 -0.5 0.3
H -1.407764 7.229284 -6.025177 0.2 0.1 0.4
H 0.194369 6.636325 -5.546446 0.1 0.2 0.0
H -1.226306 5.807953 -5.020521 -0.1 0.3 0.2
Cl -1.429150 -4.562535 -1.728278 0.3 0.1 -0.3
C -0.070564 -3.480446 -2.113359 -1.2 0.8 -0.1
Cl -0.708617 -1.950130 -2.890607 0.3 -1.0 0.2
Cl 1.223271 -4.217653 -2.971442 0.2 -0.4 -0.7
H 0.342513 -3.196235 -1.188251 0.3 0.5 1.2
Cl -1.736537 -1.125179 0.307881 -0.1 -0.1 -0.4
C -2.167416 -0.975273 1.985861 0.2 -0.8 0.3
Cl -1.478810 0.449322 2.678967 0.3 0.8 0.4
Cl -1.647333 -2.418515 2.886746 0.0 -0.2 0.0
H -3.227787 -0.951165 2.130751 -0.4 0.2 -0.3
F -5.442192 -1.736135 3.315913 0.2 -0.8 -0.9
C -5.352573 -2.340466 2.075879 -0.4 0.5 -0.3
C -5.545598 -1.535480 0.954534 0.0 -1.4 -0.5
C -5.386740 -2.146631 -0.301634 0.4 -0.3 -0.1
C -5.058281 -3.516508 -0.449592 -0.1 0.2 0.7
C -4.957771 -4.306545 0.695468 -0.3 1.6 0.4
C -5.102594 -3.697938 1.959233 0.6 0.2 0.3
H -5.880851 -0.521270 1.030014 0.1 0.4 0.1
H -5.469731 -1.510870 -1.181230 -0.1 -0.2 0.1
H -4.841915 -4.034210 -1.392802 -0.4 0.8 0.2
H -4.779888 -5.352941 0.576163 0.2 -0.5 0.3
H -4.864535 -4.173350 2.898835 -0.2 -0.6 0.0
F 2.284465 3.299673 0.133271 -0.1 0.1 -0.2
C 2.192879 2.145259 -0.549700 0.7 -0.8 -1.5
C 1.735714 1.031638 0.099763 -0.4 0.2 2.3
C 1.679617 -0.223759 -0.484905 0.9 1.4 -1.4
C 2.133578 -0.320822 -1.812497 -0.9 -1.2 0.3
C 2.550938 0.803928 -2.497432 0.0 0.4 -0.7
C 2.607086 2.047848 -1.892853 -0.2 1.3 1.4
H 1.469891 1.196336 1.173294 0.0 -0.4 -1.0
H 1.323548 -1.036982 0.086515 -0.2 -1.0 0.3
H 2.039057 -1.283011 -2.354715 0.3 0.7 0.5
H 2.772030 0.739403 -3.563403 0.2 -0.1 0.3
H 2.931160 2.992156 -2.351707 -0.1 -0.7 -0.2
```
Forces are in eV/Å.

Strongest force on any atom, hartree/bohr: 0.0644
LUMO energy, eV: 0.4
Electronic energy, eV: -143175.35512
SMILES string: CCOP(=O)(OCC)OCC.CCOP(=O)(OCC)OCC.ClC(Cl)Cl.ClC(Cl)Cl.Fc1ccccc1.Fc1ccccc1
HOMO-LUMO gap, eV: 9.610

---

> The highest electronic energy belongs to which entry?

C26H42Cl3LuN4O4Si